No. 1
The following is a quantum chemistry calculation of the molecule C5H2F6O2S at a distorted geometry, from the Open Molecules 2025 dataset.

Geometry as XYZ:
```
16
Properties=species:S:1:pos:R:3:lowdin_charge:R:1
C 0.0768 -0.0811 1.5930 -0.6497
C -0.3279 0.2212 0.0508 -0.3108
C 2.2797 0.0908 -0.0085 -0.2680
C 2.4663 -1.4100 -0.1628 -0.6373
C 3.5780 0.8622 0.1858 -0.6667
O -0.8645 -0.2087 2.3189 0.0982
O 1.3124 -0.1621 1.8023 0.0723
F 3.0505 -1.9654 0.8830 0.1934
F 1.3140 -2.0508 -0.3682 0.1616
F 3.2323 -1.6653 -1.2355 0.1725
F 4.1143 1.1716 -1.0056 0.1608
F 3.3447 2.0138 0.8093 0.1605
F 4.4907 0.2021 0.8761 0.1987
S 1.0505 1.0361 -0.7085 1.1398
H -0.5834 -0.7439 -0.3818 0.0855
H -1.1923 0.8829 0.0075 0.0891
```

## Properties
Charge: 0
Gap between HOMO and LUMO (eV): 7.725
Highest occupied orbital energy (eV): -10.005
Electronic energy (eV): -36451.097

No. 2
The following is a quantum chemistry calculation of a cluster of 3 separate species, C31H59BBr2F4N3O6 in total at a distorted geometry, from the Open Molecules 2025 dataset.

Geometry as XYZ:
```
106
Properties=species:S:1:pos:R:3:lowdin_spin:R:1
C -1.8847 -1.0355 -2.1573 -0.0003
C -0.7423 -1.9763 -2.7239 0.0000
O 0.0818 -1.3671 -3.7424 0.0000
C -1.2598 -3.3912 -3.2359 0.0000
O -2.4021 -3.8880 -2.5369 0.0000
B -2.0483 -4.6326 -1.3105 0.0000
C -3.1273 -3.9859 -0.1997 0.0000
C -4.2659 -5.0509 0.1597 0.0000
C -5.3953 -4.4624 1.0895 0.0000
F -6.0991 -5.5552 1.6507 0.0000
Br -4.6424 -3.4685 2.6631 0.0000
C -6.4300 -3.4769 0.3665 0.0000
F -7.7214 -3.9161 0.7247 0.0000
F -6.2921 -2.1618 0.8104 0.0000
Br -6.3136 -3.4172 -1.5934 0.0000
O -2.0254 -6.1140 -1.4042 0.0000
C -0.6363 -6.5063 -1.4842 0.0000
C -0.0179 -5.5271 -0.3712 0.0000
F -0.3914 -6.2394 0.8506 0.0000
C 1.5486 -5.4214 -0.2146 0.0000
C 2.1403 -3.9592 -0.3914 0.0000
C 3.2404 -3.5721 0.7165 0.0000
C 4.2827 -2.5790 0.0553 0.0000
N 5.4965 -2.3449 0.9063 0.0000
O -0.7407 -4.3703 -0.6557 0.0000
H -1.5496 0.0524 -2.3176 -0.0006
H -2.0026 -1.1903 -1.0447 0.0000
H -2.8957 -1.2407 -2.6242 0.0000
H -0.0586 -2.1995 -1.8378 0.0000
H 0.8702 -1.9338 -3.8077 0.0000
H -1.5923 -3.2304 -4.3183 0.0000
H -0.3983 -4.1330 -3.2817 0.0000
H -3.5984 -3.0658 -0.6742 0.0000
H -2.5661 -3.6193 0.7123 0.0000
H -3.7395 -5.8508 0.7761 0.0000
H -4.6493 -5.5834 -0.7573 0.0000
H -0.4306 -7.6100 -1.4229 0.0000
H -0.2497 -6.1657 -2.4928 0.0000
H 1.8365 -5.7782 0.8255 0.0000
H 2.0892 -6.1287 -0.9235 0.0000
H 1.3755 -3.1358 -0.3887 0.0000
H 2.6536 -3.9078 -1.4080 0.0000
H 3.7108 -4.4705 1.2039 0.0000
H 2.6888 -2.9916 1.5144 0.0000
H 3.7990 -1.5682 -0.1553 0.0000
H 4.5937 -2.9830 -0.9614 0.0000
H 6.0915 -1.6774 0.4075 0.0000
H 5.1898 -1.8370 1.7484 0.0000
C 2.8991 3.6841 -2.2787 0.0018
C 1.6109 3.0020 -2.8095 0.0236
C 1.2865 3.5215 -4.2257 0.0132
C 0.7215 4.9392 -4.2427 0.0007
C -0.4638 5.0605 -3.2921 0.0128
C -0.1421 4.5754 -1.8695 0.0243
N 0.4926 3.2283 -1.8488 0.3220
O -0.4666 2.3234 -2.1065 0.5939
C 0.7729 5.6064 -1.1711 0.0013
C -1.4382 4.6090 -1.0286 -0.0009
C 1.9878 1.5123 -2.9227 -0.0006
H 3.0753 4.6644 -2.7247 -0.0001
H 2.8766 3.7949 -1.1922 0.0014
H 3.7900 3.0910 -2.4986 -0.0004
H 0.5583 2.8575 -4.7056 0.0025
H 2.1857 3.4849 -4.8493 0.0010
H 1.4981 5.6656 -3.9830 0.0003
H 0.4021 5.1906 -5.2586 0.0008
H -0.7985 6.1029 -3.2669 0.0009
H -1.3005 4.4851 -3.7040 0.0027
H 1.0902 5.2471 -0.1880 0.0011
H 0.2416 6.5488 -1.0128 -0.0004
H 1.6611 5.8641 -1.7449 0.0000
H -2.2382 4.0071 -1.4655 -0.0007
H -1.8272 5.6278 -0.9532 -0.0003
H -1.2526 4.2500 -0.0141 0.0000
H 2.2280 1.0900 -1.9434 0.0002
H 2.8652 1.3853 -3.5635 -0.0003
H 1.1942 0.9110 -3.3711 -0.0006
C -1.0132 3.2660 2.5401 0.0020
C -0.6153 1.8147 2.9157 0.0237
C -1.1720 1.4585 4.3093 0.0134
C -0.4159 2.1210 5.4574 0.0008
C 1.0820 1.8591 5.3444 0.0130
C 1.6554 2.2420 3.9699 0.0246
N 0.8699 1.6703 2.8400 0.3266
O 1.1541 0.3641 2.7645 0.5881
C 1.7181 3.7813 3.8500 0.0014
C 3.1405 1.8123 3.9160 -0.0009
C -1.3467 0.9370 1.8740 -0.0008
H -1.1773 3.9016 3.4120 -0.0001
H -0.2603 3.7359 1.9033 0.0016
H -1.9446 3.2976 1.9699 -0.0003
H -1.1342 0.3730 4.4562 0.0025
H -2.2296 1.7347 4.3684 0.0010
H -0.6162 3.1970 5.4787 0.0003
H -0.7846 1.7274 6.4093 0.0008
H 1.6026 2.4097 6.1350 0.0010
H 1.2660 0.7975 5.5448 0.0027
H 2.0402 4.0841 2.8497 0.0012
H 2.4407 4.1944 4.5592 -0.0004
H 0.7750 4.2771 4.0712 0.0000
H 3.2736 0.7446 4.1036 -0.0007
H 3.7198 2.3366 4.6802 -0.0003
H 3.5820 2.0494 2.9447 0.0002
H -0.9901 1.1468 0.8619 0.0002
H -2.4217 1.1352 1.8964 -0.0003
H -1.2307 -0.1313 2.0657 -0.0007
```

## Properties
Charge: -1
Gap between HOMO and LUMO (alpha / beta) (eV): 7.259 / 6.939
Spin multiplicity: 3
Highest occupied orbital energy (alpha / beta) (eV): -5.328 / -5.328
Electronic energy (eV): -201489.341

No. 3
The following is a quantum chemistry calculation of a cluster of 3 separate species, C4H11NS in total at a distorted geometry, from the Open Molecules 2025 dataset.

Geometry as XYZ:
```
17
Properties=species:S:1:pos:R:3:lowdin_spin:R:1
C -3.1862 1.6558 -1.0192 -0.0072
N -2.1577 2.2406 -0.1134 -0.0808
H -3.0858 0.3962 -1.2355 -0.0026
H -3.8854 2.6091 -1.3775 -0.0025
H -1.7969 2.1590 0.9105 -0.0022
H 1.2192 -3.2145 -0.0143 0.0611
C 2.3725 -0.6358 0.8732 0.0098
C 1.3972 -0.6880 -0.3970 -0.0048
C -0.0633 -0.3061 0.0194 0.0838
S -0.8529 -1.3417 1.3051 0.9013
H 2.2057 0.4367 1.2396 -0.0006
H 3.4313 -0.6676 0.5823 -0.0003
H 2.1193 -1.4354 1.5560 0.0070
H 1.7120 0.0761 -1.1606 -0.0011
H 1.3558 -1.6931 -0.8197 0.0014
H -0.8279 -0.2305 -0.8752 0.0310
H 0.0433 0.6391 0.5264 0.0069
```

## Properties
Charge: +1
Gap between HOMO and LUMO (alpha / beta) (eV): 2.726 / 3.860
Spin multiplicity: 2
Highest occupied orbital energy (alpha / beta) (eV): -11.911 / -12.491
Electronic energy (eV): -16632.888

No. 4
The following is a quantum chemistry calculation of a structure of composition CH16Ni2O11 at a distorted geometry, from the Open Molecules 2025 dataset.

Geometry as XYZ:
```
30
Properties=species:S:1:pos:R:3:lowdin_spin:R:1
Ni 2.2806 -0.9760 1.7645 1.7096
Ni -0.9848 0.0626 -2.5524 1.8505
C 0.3405 -0.4587 0.2007 0.0138
O 1.5906 -0.2622 -0.1064 0.1149
O -0.6192 -0.2487 -0.6083 0.0793
O 0.2213 -0.9899 1.3539 0.1227
O -3.0114 0.0497 -2.2496 0.0241
H -3.5771 0.8408 -2.2109 0.0020
H -3.5732 -0.6937 -1.9689 0.0011
O 3.3413 -0.5434 -2.3701 0.0007
H 2.8906 -0.2910 -1.5440 0.0000
H 3.4415 -1.5054 -2.3192 0.0000
O 0.8997 0.2833 -3.2372 0.0365
H 1.1342 1.1360 -3.6449 0.0027
H 1.7704 -0.1266 -2.9563 0.0012
O -1.6036 -1.2758 3.6024 0.0009
H -2.1724 -1.9757 3.2539 0.0000
H -1.1519 -0.9084 2.8327 0.0000
O -2.3894 1.8623 0.5549 0.0013
H -3.2216 1.5113 0.2262 0.0000
H -1.7485 1.1571 0.4186 -0.0002
O 2.0371 2.7818 -0.2899 0.0000
H 1.7115 1.8860 -0.1493 -0.0001
H 1.4539 3.3564 0.2247 0.0000
O -1.8105 -3.0264 0.9680 0.0014
H -1.0238 -2.5820 1.3213 0.0001
H -2.2847 -2.3381 0.4927 0.0000
O 2.0898 0.7821 2.7690 0.0334
H 2.5175 1.6543 2.7208 0.0025
H 1.4517 0.8382 3.5033 0.0016
```

## Properties
Charge: +2
Gap between HOMO and LUMO (alpha / beta) (eV): 7.496 / 5.464
Spin multiplicity: 5
Highest occupied orbital energy (alpha / beta) (eV): -16.190 / -16.188
Electronic energy (eV): -105888.043

No. 5
The following is a quantum chemistry calculation of a structure of composition C3H5I2N at a distorted geometry, from the Open Molecules 2025 dataset.

Geometry as XYZ:
```
11
Properties=species:S:1:pos:R:3:lowdin_charge:R:1
C -1.0171 0.7894 -0.1931 -0.1369
C -1.0516 -0.7633 -0.2245 -0.1248
C -0.0214 -0.0209 0.4308 -0.5690
N 1.4507 -0.0863 -0.4557 -1.0556
I 2.4374 1.7600 -0.0490 0.6281
I 2.3870 -1.8139 0.0192 0.6955
H -0.5601 1.3355 -1.0143 0.0875
H -1.4833 1.3997 0.5858 0.1103
H -1.6673 -1.4299 0.4723 0.1357
H -0.6472 -1.1721 -1.1336 0.0876
H 0.1729 0.0018 1.5620 0.1415
```

## Properties
Charge: 0
Gap between HOMO and LUMO (eV): 7.846
Highest occupied orbital energy (eV): -8.782
Electronic energy (eV): -20879.879

No. 6
The following is a quantum chemistry calculation of a cluster of 2 separate species, CH3Cl3SSi in total at a distorted geometry, from the Open Molecules 2025 dataset.

Geometry as XYZ:
```
9
Properties=species:S:1:pos:R:3:lowdin_charge:R:1
C -1.6855 -0.2139 -0.6314 -0.4925
Si 1.8343 -0.1965 0.1982 -0.6346
S -2.3460 1.1900 0.1256 0.6623
Cl 2.7254 -0.4650 -1.5869 0.2321
Cl 2.5902 -1.5961 1.4194 0.2466
Cl 2.2955 1.7506 0.7940 0.1742
H -1.0719 -0.0516 -1.4566 -0.0580
H -1.2537 -1.0297 0.0568 0.0100
H -3.0882 0.6124 1.0808 -0.1400
```

## Properties
Charge: 0
Gap between HOMO and LUMO (alpha / beta) (eV): 6.289 / 8.392
Highest occupied orbital energy (alpha / beta) (eV): -8.093 / -8.695
Electronic energy (eV): -57366.640

No. 7
The following is a quantum chemistry calculation of a cluster of 5 separate species, C35H68N6O6PS4Si in total, from the Open Molecules 2025 dataset.

Geometry as XYZ:
```
121
Properties=species:S:1:pos:R:3:lowdin_charge:R:1
C -2.6777 -0.4620 4.4348 -0.0610
C -1.6084 0.0821 3.4946 -0.2369
N -0.8877 -1.0129 2.8534 0.0091
C -0.1057 -0.7201 1.7318 -0.1111
C -0.6762 -0.9232 0.5113 -0.0967
C -2.0443 -1.4641 0.4071 -0.1756
C -3.2131 -0.7447 0.5643 -0.0214
C -4.4203 -1.4135 0.4779 -0.0402
C -4.4322 -2.7833 0.2245 -0.1055
N -3.3052 -3.4870 0.0900 0.0897
C -2.1558 -2.8376 0.1919 -0.1012
N 0.0477 -0.7362 -0.6354 0.0903
C -0.6821 -1.0108 -1.9003 -0.0812
C -1.6355 0.1043 -2.3538 -0.1221
C -1.1634 1.5498 -2.2400 -0.3892
C -1.1361 2.0995 -0.8007 -0.0407
C -2.1085 2.4256 -3.0751 -0.0814
C 1.3264 -0.3254 -0.6209 -0.0846
C 1.9958 -0.4062 -1.9496 -0.2119
N 2.3012 -1.8086 -2.2947 0.0668
C 1.9814 0.0393 0.6064 -0.0224
C 3.3278 0.6372 0.6928 -0.1242
Si 4.3858 1.3987 -0.7888 0.5348
C 5.7722 2.6367 -0.5359 -0.2655
C 5.2087 0.1059 -1.8786 -0.1608
C 3.1440 2.5238 -1.6780 -0.1636
C 3.8660 0.7518 1.9531 -0.2782
P 5.6496 1.2314 1.9629 0.9059
N 6.2554 -0.1940 2.7022 -0.1501
O 5.7554 2.3599 3.1686 -0.2783
C 3.1593 0.4540 3.1543 -0.1372
C 3.7305 0.6605 4.5405 -0.1885
N 2.9841 1.6702 5.2978 -0.0913
C 2.9052 2.9878 4.6690 -0.1129
C 1.8743 -0.0021 3.0784 -0.2010
O 1.1866 -0.2503 4.2243 0.0447
C 1.2415 -0.2266 1.8167 0.0440
H -3.5678 0.1585 4.4296 0.0741
H -2.9387 -1.4906 4.1927 0.0714
H -2.3058 -0.4748 5.4566 0.0753
H -0.8928 0.6461 4.0845 0.1035
H -2.0253 0.7871 2.7648 0.1052
H -1.4537 -1.8359 2.7203 0.1151
H -3.2059 0.3218 0.7490 0.1132
H -5.3524 -0.8813 0.5868 0.1058
H -5.3673 -3.3125 0.1154 0.1103
H -1.2521 -3.4286 0.0748 0.0979
H 0.0153 -1.1906 -2.7007 0.1023
H -1.1986 -1.9552 -1.7945 0.1211
H -1.7863 -0.0941 -3.4147 0.1252
H -2.6165 0.0101 -1.8881 0.0990
H -0.1713 1.6835 -2.6742 0.1174
H -0.1229 2.1360 -0.3998 0.0644
H -1.4904 3.1256 -0.7842 0.0846
H -1.7167 1.4920 -0.1081 0.0524
H -2.3719 1.9584 -4.0215 0.0758
H -1.6480 3.3901 -3.2735 0.0859
H -3.0462 2.5902 -2.5453 0.0548
H 2.9100 0.1336 -2.0242 0.0198
H 1.3508 0.0497 -2.6952 0.1132
H 2.0210 -2.0299 -3.2399 0.0834
H 1.8460 -2.4810 -1.6886 0.0610
H 5.4867 3.4422 0.1434 0.0253
H 6.6975 2.2038 -0.1703 -0.0293
H 5.9435 3.0709 -1.5225 0.0479
H 6.2876 0.2247 -1.8053 0.0040
H 4.9278 0.2766 -2.9195 0.0440
H 4.9404 -0.9214 -1.6474 0.0315
H 3.3446 2.5475 -2.7481 0.0468
H 3.2130 3.5286 -1.2685 0.0378
H 2.1054 2.2154 -1.5550 0.0023
H 5.5478 -0.7664 3.1477 0.0304
H 6.9271 0.0434 3.4248 0.0455
H 6.1681 3.1391 2.7771 0.0534
H 4.7910 0.8599 4.5251 0.0782
H 3.6071 -0.2808 5.0853 0.1243
H 3.4774 1.7808 6.1742 0.1082
H 3.8460 3.5412 4.6671 0.0685
H 2.1786 3.5841 5.2163 0.0779
H 2.5393 2.8911 3.6498 0.0773
H 1.5216 -1.0411 4.6595 0.1340
C -7.2978 1.2837 -2.1705 -0.2828
S -5.6416 0.7549 -2.5934 0.7922
O -4.9643 1.8955 -3.2688 -0.5465
C -6.1285 -0.4032 -3.8745 -0.2565
H -7.2214 2.0546 -1.4077 0.0456
H -7.7899 1.6891 -3.0529 0.0648
H -7.8672 0.4430 -1.7776 0.0524
H -6.6938 0.1287 -4.6390 0.0629
H -6.7291 -1.1987 -3.4339 0.0561
H -5.2212 -0.8211 -4.3057 0.0472
C -10.0511 4.3604 -0.8544 -0.2675
S -10.5736 2.7226 -0.3375 0.8050
O -10.2007 1.7874 -1.4341 -0.5614
C -12.3345 3.0252 -0.4869 -0.2683
H -8.9635 4.3694 -0.8758 0.0443
H -10.4441 4.5667 -1.8495 0.0616
H -10.4097 5.0969 -0.1359 0.0555
H -12.5622 3.3254 -1.5091 0.0609
H -12.6280 3.8006 0.2202 0.0558
H -12.8474 2.0965 -0.2483 0.0515
C 9.4447 -1.2777 0.9053 -0.2674
S 9.6651 0.1522 -0.1567 0.8151
O 8.3869 0.3345 -0.8980 -0.5640
C 10.8175 -0.6337 -1.2857 -0.2679
H 8.7075 -1.0133 1.6604 0.0183
H 9.0766 -2.1126 0.3095 0.0618
H 10.3958 -1.5263 1.3760 0.0557
H 10.3496 -1.5177 -1.7179 0.0597
H 11.7259 -0.8997 -0.7460 0.0551
H 11.0519 0.0840 -2.0685 0.0512
C -1.5693 -6.2008 -0.4208 -0.2746
S 0.1783 -6.1135 -0.7932 0.8235
O 0.3947 -4.7281 -1.3158 -0.5824
C 0.1619 -7.2144 -2.2066 -0.2644
H -1.7327 -5.5055 0.3975 0.0209
H -2.1365 -5.8719 -1.2905 0.0616
H -1.8648 -7.2054 -0.1198 0.0629
H -0.5344 -6.8329 -2.9528 0.0608
H -0.1284 -8.2120 -1.8785 0.0584
H 1.1695 -7.2405 -2.6152 0.0521
```

## Properties
Charge: +1
Gap between HOMO and LUMO (eV): 7.167
Highest occupied orbital energy (eV): -10.221
Electronic energy (eV): -119123.177

No. 8
The following is a quantum chemistry calculation of a cluster of 3 separate species, C10H21N7P in total at a distorted geometry, from the Open Molecules 2025 dataset.

Geometry as XYZ:
```
39
Properties=species:S:1:pos:R:3:lowdin_charge:R:1
N 4.3268 -0.4008 1.6746 -0.2654
P 3.4313 -1.6087 1.3431 0.6905
N 1.9666 -1.6617 2.2802 -0.0607
C 1.0699 -0.6648 2.2009 -0.4059
N 1.1228 0.3696 1.3546 0.1704
C 0.0665 1.1108 1.6367 -0.1010
N -0.6583 0.5854 2.6136 0.1088
N -0.0286 -0.5653 2.9818 0.1519
H 4.5119 0.1953 0.8775 -0.0179
H 3.9876 -2.8263 1.7368 0.0126
H 3.0244 -1.7089 0.0119 -0.0153
H 1.7755 -2.4159 2.9242 0.1163
H -0.1726 2.0393 1.1533 0.0950
H -1.5048 0.9555 3.0228 0.1749
H -0.3675 -1.1563 3.7249 0.1882
C -1.7889 5.8657 -1.1778 -0.1024
C -2.7558 4.7300 -1.4898 -0.2517
C -3.4953 4.2152 -0.2456 -0.1727
C -2.5716 3.6886 0.7522 -0.1859
N -1.8425 3.2727 1.5336 0.1496
H -0.9963 5.5437 -0.5003 0.0703
H -1.3147 6.2233 -2.0900 0.0780
H -2.3062 6.7081 -0.7168 0.0818
H -2.2192 3.9028 -1.9579 0.1110
H -3.5040 5.0679 -2.2064 0.1130
H -4.1923 3.4179 -0.5067 0.1235
H -4.0681 5.0185 0.2208 0.1299
C 0.4637 -5.5385 -1.7253 -0.1018
C 0.1034 -4.1450 -1.2256 -0.2659
C 0.6837 -3.0280 -2.1029 -0.1910
C 2.1428 -3.0768 -2.1450 -0.2567
N 3.2875 -3.1200 -2.1640 0.1561
H 1.5422 -5.6987 -1.7115 0.0746
H 0.0077 -6.3019 -1.0965 0.0757
H 0.1115 -5.6909 -2.7461 0.0824
H 0.4607 -4.0187 -0.1996 0.0968
H -0.9816 -4.0311 -1.2019 0.1077
H 0.3910 -2.0455 -1.7279 0.1103
H 0.3122 -3.1146 -3.1252 0.1252
```

## Properties
Charge: +1
Gap between HOMO and LUMO (eV): 9.108
Highest occupied orbital energy (eV): -12.091
Electronic energy (eV): -30422.726